34
Properties=species:S:1:pos:R:3 method="wB97M-V/def2-TZVPD" e_lumo_ha=-0.03243 orbital_gap_ev=6.32 relative_energy_ev=0.380 e_homo_ev=-7.20
Au 0.206 0.212 0.418
O 6.340 2.506 -1.530
C 5.256 2.090 -1.231
S 3.832 3.136 -1.038
C 2.732 1.861 -0.563
C 3.228 0.602 -0.503
S 2.241 -0.791 -0.171
S 4.925 0.384 -0.869
S 1.094 2.290 -0.171
C -3.210 1.512 -0.741
P -2.092 0.720 0.453
C -2.024 2.198 1.586
C -2.954 -0.428 1.617
C -1.966 -0.891 2.696
P -0.368 -1.389 1.936
C -0.676 -2.989 1.143
C 0.724 -1.723 3.325
H -4.080 1.874 -0.189
H -3.507 0.831 -1.529
H -2.714 2.379 -1.180
H -3.015 2.485 1.954
H -1.606 3.047 1.039
H -1.365 2.020 2.438
H -3.322 -1.278 1.048
H -3.809 0.086 2.060
H -2.351 -1.717 3.300
H -1.746 -0.068 3.380
H -1.153 -3.691 1.830
H 0.272 -3.411 0.806
H -1.307 -2.815 0.273
H 0.256 -2.502 3.930
H 0.875 -0.828 3.928
H 1.695 -2.065 2.971
F -2.016 -0.689 -0.727